No. 1
Computed, not measured: C18H19BrN4O in the gas phase in a non-equilibrium geometry, with ωB97M-V/def2-TZVPD.

For the HOMO energy, the calculation gives -6.8 eV. The calculated total energy is -97023.915 eV. The total charge is 0. The HOMO-LUMO gap comes out at 0.232 Ha. The SMILES is Oc1ccc(Br)cc1-c1nc2c[nH]ccn-2/c1=N\C1CCCCC1. The value obtained for the LUMO energy is -0.45 eV.

Cartesian coordinates (Å):
Br 4.146 4.072 0.485
O 4.256 -1.578 2.694
N -1.294 -4.005 1.437
N 0.039 0.961 0.575
N -0.369 -1.429 0.985
N 1.796 -2.002 1.614
C -1.335 1.446 0.310
C -1.791 1.205 -1.143
C -1.686 -1.742 0.732
C -0.957 2.045 -2.121
C 4.167 -0.325 2.168
C -2.157 -3.017 0.949
C 3.012 0.134 1.466
C -0.608 3.820 -0.419
C 0.403 -0.275 0.918
C 4.164 2.288 1.172
C 1.791 -0.718 1.274
C -1.043 3.538 -1.853
C 3.045 1.459 0.978
C 0.484 -2.431 1.404
C 0.049 -3.711 1.629
C 5.284 0.501 2.382
C -1.363 2.931 0.587
C 5.250 1.808 1.904
H -0.412 4.105 -2.566
H -2.857 1.427 -1.205
H 2.193 1.827 0.396
H -2.018 0.953 1.018
H 0.444 3.719 -0.279
H -1.273 1.830 -3.134
H 0.113 1.773 -2.086
H -2.330 -0.944 0.342
H -2.052 3.872 -2.036
H -3.184 -3.230 0.701
H -2.416 3.211 0.594
H 6.037 2.514 2.104
H 0.758 -4.467 1.955
H 6.116 0.144 2.971
H -0.830 4.853 -0.185
H -1.004 3.136 1.599
H -1.592 -4.979 1.408
H -1.688 0.158 -1.406
H 3.468 -2.119 2.434

=====

No. 2
Computed, not measured: a molecular structure, C18H19BrNO2Se2Sr in a non-equilibrium geometry, with ωB97M-V/def2-TZVPD.

For the HOMO energy, the calculation gives -4.6 eV. The calculated total energy is -226130.670 eV. The total charge is -1. Its relative energy (zero: lowest compared OMol25 entry of this formula, charge and spin) is 0.0 kJ/mol. The HOMO-LUMO gap comes out at 0.247 Ha. The value obtained for the LUMO energy is 2.17 eV.

Cartesian coordinates (Å):
Sr 0.620 -1.118 -0.528
Br -0.325 1.258 6.397
Se -1.024 -3.568 -1.256
Se 3.289 -0.237 -0.865
O 1.269 -2.906 0.864
O 1.751 -5.340 -2.423
N 0.133 -0.109 1.979
C -2.092 3.462 -0.617
C -3.176 5.201 0.683
C 0.439 -2.804 -2.361
C -1.260 0.538 3.807
C 1.122 0.469 4.077
C 2.048 -3.422 -0.230
C -2.451 4.023 0.616
C 1.201 0.051 2.755
C -0.709 1.196 -0.743
C -1.347 2.242 -0.684
C -3.213 5.315 -1.709
C 1.886 -2.936 -1.741
C 2.827 -1.733 -2.119
C -3.563 5.857 -0.479
C 2.498 -4.138 -2.483
C -0.136 0.705 4.595
C -2.488 4.137 -1.779
C -1.067 0.132 2.496
H -4.129 6.778 -0.426
H 1.883 -4.497 -0.253
H 0.454 -3.329 -3.312
H -1.906 0.030 1.817
H -3.506 5.817 -2.624
H 0.367 -3.256 0.692
H 2.162 -0.157 2.295
H -2.253 0.724 4.191
H 2.014 0.599 4.672
H 3.792 -2.185 -2.345
H -2.144 3.515 1.522
H 3.489 -4.349 -2.065
H 2.641 -3.843 -3.530
H -3.439 5.613 1.650
H 0.845 -5.151 -2.124
H 0.167 -1.775 -2.646
H 3.084 -3.211 0.029
H -2.213 3.716 -2.737
H 2.460 -1.316 -3.060

=====

No. 3
Computed, not measured: 11 unconnected molecules or ions with the total composition C18H19Cl30O3P in a non-equilibrium geometry, with ωB97M-V/def2-TZVPD.

For the HOMO energy, the calculation gives -8.5 eV. The calculated total energy is -410075.486 eV. The total charge is 0. Its relative energy (zero: lowest compared OMol25 entry of this formula, charge and spin) is 0.0 kJ/mol. The HOMO-LUMO gap comes out at 0.277 Ha. The SMILES is CP(C)C1=CC(=O)C=C(O)C1=O.ClC(Cl)Cl.ClC(Cl)Cl.ClC(Cl)Cl.ClC(Cl)Cl.ClC(Cl)Cl.ClC(Cl)Cl.ClC(Cl)Cl.ClC(Cl)Cl.ClC(Cl)Cl.ClC(Cl)Cl. The value obtained for the LUMO energy is -0.96 eV.

Cartesian coordinates (Å):
Cl -5.394 5.814 -1.180
Cl 2.362 -1.526 2.837
Cl 3.707 -4.076 2.565
Cl -4.479 10.173 1.903
Cl -2.880 -0.752 -8.955
Cl -0.854 -0.705 -6.876
Cl -3.138 7.355 -2.164
Cl 5.958 -4.460 -0.426
Cl 2.471 3.243 5.485
Cl 4.290 1.392 4.185
Cl 1.436 -9.612 -1.499
Cl 1.785 2.115 2.901
Cl -0.538 -2.458 -9.169
Cl -1.617 -3.803 -4.963
Cl -3.011 -8.780 -2.254
Cl -4.062 11.385 4.510
Cl 2.024 -11.513 -3.615
Cl -0.007 -12.129 -1.630
Cl 0.901 -4.550 -3.712
Cl -1.035 -8.068 -4.256
Cl 1.148 -3.627 1.252
Cl -0.883 -2.692 -2.372
Cl -2.037 9.639 3.375
Cl 6.126 4.126 3.926
Cl 8.215 2.186 4.471
Cl 6.139 -1.729 0.553
Cl -1.632 -6.228 -2.099
Cl 8.506 4.927 5.383
Cl -3.612 7.142 0.691
Cl 3.758 -2.608 -0.855
P -1.643 2.978 1.789
O -3.670 -1.207 -0.443
O 0.027 1.829 -0.675
O 0.982 -0.887 -0.171
C -1.757 1.400 0.848
C -2.798 0.562 0.901
C -3.289 10.832 3.025
C -1.592 2.332 3.522
C -0.283 -3.264 -3.932
C 0.772 -10.850 -2.563
C -2.288 -7.456 -3.171
C -2.715 -0.696 0.093
C 7.864 3.878 4.123
C -0.300 -0.458 -0.067
C 2.143 -3.277 2.664
C -1.347 -1.277 0.009
C 3.099 2.667 3.942
C -3.304 3.781 1.719
C -1.689 -1.702 -8.067
C -0.599 1.023 -0.036
C 5.505 -2.779 -0.719
C -4.361 7.219 -0.903
H -2.527 1.806 3.733
H -2.210 -2.486 -7.535
H -2.818 11.684 2.553
H 3.584 3.496 3.443
H 0.205 -2.435 -4.429
H -4.982 8.104 -0.940
H -3.679 0.774 1.495
H -3.946 3.384 0.935
H 1.627 -3.653 3.537
H -1.431 3.146 4.224
H -3.061 -7.001 -3.777
H -0.783 1.608 3.581
H 0.020 -10.384 -3.186
H 5.949 -2.473 -1.657
H -3.142 4.846 1.563
H 8.345 4.137 3.189
H -1.192 -2.345 0.042
H -3.815 3.647 2.676
H 1.451 -0.681 0.651

=====

No. 4
Computed, not measured: a molecular structure, C18H19ClF2FeNO5 in a non-equilibrium geometry, with ωB97M-V/def2-TZVPD.

For the HOMO energy (alpha / beta), the calculation gives -10.4 / -10.4 eV. The calculated total energy is -83029.946 eV. The total charge is +1. Its multiplicity is 5. The HOMO-LUMO gap (alpha / beta) comes out at 0.164 / 0.154 Ha. The value obtained for the LUMO energy (alpha / beta) is -5.97 / -6.25 eV. As for the expectation value of S²: 6.006.

Cartesian coordinates (Å):
Fe 0.732 -2.579 -4.301
Cl -1.215 -0.893 -1.792
F -1.019 6.015 4.237
F -2.057 0.127 5.855
O -0.162 -1.159 -2.820
O -1.084 -1.938 -0.824
O -0.885 0.344 -1.179
O 1.266 -3.699 -2.510
O -2.474 -0.882 -2.453
N 2.684 -1.837 -4.371
C -3.525 -1.112 4.520
C -0.339 4.006 1.326
C -2.453 -0.257 4.641
C -1.864 0.215 3.468
C -3.357 -1.098 2.147
C -1.144 5.099 3.265
C 1.825 -3.202 -1.265
C 3.705 -2.488 -4.954
C -1.574 3.403 1.145
C -2.335 -0.163 2.217
C 5.028 -2.106 -4.832
C -0.096 4.862 2.396
C -3.950 -1.609 3.287
C -2.355 4.445 3.101
C 5.296 -1.102 -3.916
C 4.249 -0.358 -3.378
C 2.954 -0.728 -3.646
C -2.613 3.573 2.054
H 6.335 -0.832 -3.774
H -1.899 0.389 1.396
H 2.503 -2.365 -1.380
H -3.710 -1.499 1.203
H -1.042 0.909 3.596
H 1.022 -3.009 -0.558
H -1.639 2.776 0.263
H 4.592 0.487 -2.798
H 0.472 3.766 0.652
H 2.394 -4.031 -0.838
H 0.885 5.300 2.511
H -4.695 -2.388 3.225
H 5.892 -2.593 -5.258
H -3.582 3.107 1.956
H 3.456 -3.395 -5.491
H 0.682 -4.424 -2.257
H -3.986 -1.582 5.381
H -3.110 4.718 3.830
H 2.190 -0.210 -3.078